Computed, not measured: a 3-piece molecular cluster, C2H8N4O overall in a non-equilibrium geometry, with wB97M-V/def2-TZVPD.

Each line ends with the Mulliken charge.
Element x y z (Å)
C: -5.1168 0.6121 9.7075  0.606
C: 1.8967 -0.4894 -7.5608  -0.598
N: -4.4292 -0.3343 10.0634  -0.276
N: 0.5363 0.4429 -5.8905  -0.445
N: -1.3967 0.1198 11.1345  -0.200
N: 1.3203 0.5660 -6.8201  0.465
O: -5.6341 1.5698 9.4601  -0.080
H: 2.5748 -0.0437 -8.4318  0.326
H: 2.5710 -1.2456 -6.9232  0.330
H: 1.2637 -1.4109 -7.7559  0.319
H: -4.8379 -1.2006 10.3891  0.330
H: 0.2432 1.2618 -5.3992  0.306
H: -0.5824 -0.2836 10.7362  0.308
H: -1.4737 1.0460 11.4783  0.312
H: 1.8145 1.4142 -6.9819  0.297

Its total charge is +2. Its HOMO-LUMO gap (alpha / beta) is 10.46 / 4.54 eV. As for the electronic energy: -10187.16926 eV. Its relative energy (zero: lowest compared OMol25 entry of this formula, charge and spin) is 5.623 eV.

Computed, not measured: a 2-piece molecular cluster, C2H8N4O2 overall in a non-equilibrium geometry, with wB97M-V/def2-TZVPD.

Each line ends with the Mulliken charge.
Element x y z (Å)
C: 2.2944 -0.5718 0.0994  -0.704
C: -0.9590 0.5140 0.1628  0.451
H: 2.9873 -0.0685 0.8980  0.209
H: 2.4034 -0.0598 -0.8635  0.293
H: 2.6542 -1.6874 0.1498  0.270
H: 0.6728 -1.6866 -0.3696  0.272
H: -1.4033 -1.1551 1.6146  0.341
H: -2.0570 -1.8816 -1.2910  0.343
H: -2.2590 2.0673 -0.6342  0.220
H: 0.1342 2.6568 -0.3115  0.347
N: 0.8908 -0.7874 0.1919  -0.369
N: 0.2520 0.4576 0.1525  -0.254
N: -1.8531 -0.6987 0.3091  -0.415
N: -1.7062 1.8048 0.1467  -0.177
O: -1.2865 -1.7238 -0.5484  -0.401
O: -0.7649 2.8203 0.2933  -0.427

Its total charge is 0. Its HOMO-LUMO gap is 8.84 eV. As for the electronic energy: -12250.77173 eV. Its relative energy (zero: lowest compared OMol25 entry of this formula, charge and spin) is 10.284 eV.

Computed, not measured: a 2-piece molecular cluster, C2H8N5 overall in a non-equilibrium geometry, with wB97M-V/def2-TZVPD.

Each line ends with the Mulliken charge.
Element x y z (Å)
C: 1.0410 0.3320 -1.3610  0.087
C: -2.6445 -0.8590 1.0749  0.381
N: 2.2562 0.7065 -1.1913  -0.335
N: -2.5719 -0.9870 2.2384  -0.364
N: -2.4517 -0.5352 -0.0867  -0.607
N: 0.1571 0.1882 -0.3785  0.263
N: 0.6319 -0.0793 0.9897  -0.603
H: 0.7528 0.4351 -2.4024  0.340
H: 2.9604 0.6333 -1.9146  0.279
H: -2.4444 -1.7507 2.9201  0.312
H: -3.0468 -0.7580 -0.8734  0.198
H: -0.8225 0.0395 -0.4273  0.264
H: -0.1909 -0.4965 1.5420  0.253
H: 2.8261 0.5780 -0.4294  0.264
H: 1.4164 -0.7010 0.8485  0.267

Its total charge is +1. Its HOMO-LUMO gap is 10.46 eV. As for the electronic energy: -9645.79439 eV. Its relative energy (zero: lowest compared OMol25 entry of this formula, charge and spin) is 2.185 eV.

Computed, not measured: a 2-piece molecular cluster, C2H8N5 overall in a non-equilibrium geometry, with wB97M-V/def2-TZVPD.

Each line ends with the Mulliken charge.
Element x y z (Å)
C: 1.7288 1.1899 0.3121  -0.127
C: 0.0864 -2.0974 0.1831  -0.692
N: 2.4468 0.2921 -0.4391  -0.251
N: 1.9463 -0.7925 -0.5669  -0.173
N: 0.3726 0.2521 0.6700  -0.376
N: 0.7498 -0.8544 0.1834  0.769
N: -1.0388 1.2667 -0.2470  -0.591
H: 1.9967 1.5519 1.3524  0.347
H: 1.3346 1.9551 -0.2822  0.286
H: 0.7104 -3.0706 -0.1118  0.294
H: -0.2081 -2.4479 1.1888  0.318
H: -0.8200 -2.1713 -0.5092  0.299
H: -1.6004 0.5510 -0.6729  0.281
H: -0.8488 2.0975 -0.7672  0.300
H: -1.5603 1.7814 0.5092  0.317

Its total charge is +1. Its HOMO-LUMO gap is 9.28 eV. As for the electronic energy: -9642.45987 eV. Its relative energy (zero: lowest compared OMol25 entry of this formula, charge and spin) is 5.520 eV.

Computed, not measured: a 2-piece molecular cluster, C2H8NO overall in a non-equilibrium geometry, with wB97M-V/def2-TZVPD.

Each line ends with the Mulliken charge.
Element x y z (Å)
O: -0.4496 -2.2462 2.3351  -1.145
H: -1.1888 -2.5263 1.7885  0.143
C: -0.0585 1.5045 -0.3103  -1.035
C: 0.6754 0.2552 -0.7752  -0.331
N: 0.0803 -1.0520 -0.3901  -0.670
H: -0.9048 1.6977 -0.9810  0.282
H: -0.5057 1.3922 0.6855  0.318
H: 0.6191 2.3607 -0.2585  0.312
H: 0.7189 0.2184 -1.8678  0.254
H: 1.7215 0.3674 -0.4679  0.311
H: 0.2026 -1.1708 0.6372  0.339
H: -0.9103 -0.8006 -0.3955  0.223

Its total charge is -1. Its HOMO-LUMO gap is 6.32 eV. As for the electronic energy: -5740.55917 eV. Its relative energy (zero: lowest compared OMol25 entry of this formula, charge and spin) is 0.615 eV.

Computed, not measured: a 2-piece molecular cluster, C2H8NO overall in a non-equilibrium geometry, with wB97M-V/def2-TZVPD.

Each line ends with the Mulliken charge.
Element x y z (Å)
O: 1.9641 2.0985 -0.3259  -1.108
H: 1.0474 1.9859 -0.6053  0.163
C: -0.1200 -1.2002 -0.8311  -0.743
N: -0.8120 0.0168 -0.3829  -0.537
C: -0.5700 0.1644 1.0997  -0.939
H: -0.7062 -2.1055 -0.6461  0.254
H: 0.1490 -1.1712 -1.8864  0.300
H: 0.7805 -1.2762 -0.2136  0.320
H: -0.1866 0.7950 -0.5944  0.266
H: -0.9725 -0.6988 1.6399  0.296
H: -1.0716 1.0511 1.4890  0.285
H: 0.4979 0.3400 1.2571  0.442

Its total charge is -1. Its HOMO-LUMO gap is 6.65 eV. As for the electronic energy: -5740.02229 eV. Its relative energy (zero: lowest compared OMol25 entry of this formula, charge and spin) is 1.151 eV.

Computed, not measured: a 2-piece molecular cluster, C2H8NO overall in a non-equilibrium geometry, with wB97M-V/def2-TZVPD.

Each line ends with the Mulliken charge.
Element x y z (Å)
C: 0.5230 1.4595 0.7769  -0.771
C: -0.9271 0.7985 -1.0984  -0.654
N: -0.1736 0.5057 -0.0294  -0.036
H: 0.3896 1.4063 1.9036  0.231
H: 0.1831 2.5191 0.6575  0.268
H: 1.5795 1.2647 0.5535  0.278
H: -1.1505 1.8325 -1.3835  0.267
H: -1.4057 0.0179 -1.6890  0.260
H: 0.0926 -0.4669 0.1075  0.227
H: 0.2975 -2.4762 1.1115  0.298
H: 0.3915 -2.9190 -0.5013  0.298
O: 0.4014 -2.2570 0.1947  -0.666

Its total charge is 0. Its HOMO-LUMO gap (alpha / beta) is 5.75 / 10.26 eV. As for the electronic energy: -5738.87982 eV. Its spin multiplicity is 2. The expectation value of S² is 0.753. Its relative energy (zero: lowest compared OMol25 entry of this formula, charge and spin) is 0.825 eV.

Computed, not measured: a 2-piece molecular cluster, C2H8NO overall in a non-equilibrium geometry, with wB97M-V/def2-TZVPD.

Each line ends with the Mulliken charge.
Element x y z (Å)
N: -2.1873 -0.8443 0.6406  -0.417
H: -1.4898 -0.1888 0.8599  0.355
H: -1.7954 -1.5547 0.1476  0.334
H: -2.6034 -1.3310 1.4504  0.375
H: -2.9300 -0.3052 0.1867  0.364
O: -0.0658 -0.2367 -0.6774  -0.567
C: 1.0339 0.2221 -0.9773  0.162
C: 2.1089 0.8748 -0.1242  -0.835
H: 1.1045 0.3025 -2.0553  0.353
H: 2.2796 0.1366 0.7163  0.281
H: 1.6055 1.6250 0.4912  0.286
H: 2.9393 1.2997 -0.6584  0.309

Its total charge is +1. Its HOMO-LUMO gap is 10.37 eV. As for the electronic energy: -5733.90841 eV. Its relative energy (zero: lowest compared OMol25 entry of this formula, charge and spin) is 0.976 eV.

Computed, not measured: a 2-piece molecular cluster, C2H8NO overall in a non-equilibrium geometry, with wB97M-V/def2-TZVPD.

Each line ends with the Mulliken charge.
Element x y z (Å)
C: 1.8620 -0.4440 -0.1306  -0.669
C: 0.1567 1.0468 0.5040  -0.729
N: 0.5080 -0.2896 0.0648  -0.055
H: 2.2672 -1.4622 -0.2499  0.338
H: 2.0423 -0.0581 -1.1693  0.415
H: 2.5982 0.2308 0.3575  0.380
H: 0.1378 1.1366 1.6035  0.383
H: 0.5533 1.9258 -0.0172  0.385
H: -0.8912 1.1793 0.2009  0.368
H: -1.2736 -0.6001 -0.3555  0.479
H: -2.8027 -1.0920 -0.3762  0.338
O: -2.2042 -0.3370 -0.3261  -0.633

Its total charge is +1. Its HOMO-LUMO gap is 6.11 eV. As for the electronic energy: -5729.47340 eV. Its relative energy (zero: lowest compared OMol25 entry of this formula, charge and spin) is 5.411 eV.

Computed, not measured: a 2-piece molecular cluster, C2H8NO2 overall in a non-equilibrium geometry, with wB97M-V/def2-TZVPD.

Each line ends with the Mulliken charge.
Element x y z (Å)
C: 1.4222 0.6279 -0.0642  -0.859
N: 0.3180 0.1008 0.7306  -0.489
C: -0.2058 -1.2955 0.1910  -0.287
O: 0.2862 -1.6515 -0.9687  -0.831
H: 2.4009 0.3920 0.3263  0.305
H: 1.3785 1.7269 -0.1425  0.251
H: 1.3392 0.2728 -1.0874  0.294
H: 0.6844 -0.0449 1.6611  0.234
H: -1.3074 -1.1415 0.2077  0.175
H: 0.0349 -1.9971 1.0409  0.192
H: -0.9896 1.3416 0.4961  0.466
H: -1.7043 1.2663 -0.8286  0.289
O: -1.6902 1.8186 -0.0343  -0.740

Its total charge is -1. Its HOMO-LUMO gap is 7.20 eV. As for the electronic energy: -7788.50157 eV. Its relative energy (zero: lowest compared OMol25 entry of this formula, charge and spin) is 0.683 eV.

Among the records above, which one has the highest total charge? C2H8N4O

Copy entry 8 word for word.
Computed, not measured: a 2-piece molecular cluster, C2H8NO overall in a non-equilibrium geometry, with wB97M-V/def2-TZVPD.

Each line ends with the Mulliken charge.
Element x y z (Å)
N: -2.1873 -0.8443 0.6406  -0.417
H: -1.4898 -0.1888 0.8599  0.355
H: -1.7954 -1.5547 0.1476  0.334
H: -2.6034 -1.3310 1.4504  0.375
H: -2.9300 -0.3052 0.1867  0.364
O: -0.0658 -0.2367 -0.6774  -0.567
C: 1.0339 0.2221 -0.9773  0.162
C: 2.1089 0.8748 -0.1242  -0.835
H: 1.1045 0.3025 -2.0553  0.353
H: 2.2796 0.1366 0.7163  0.281
H: 1.6055 1.6250 0.4912  0.286
H: 2.9393 1.2997 -0.6584  0.309

Its total charge is +1. Its HOMO-LUMO gap is 10.37 eV. As for the electronic energy: -5733.90841 eV. Its relative energy (zero: lowest compared OMol25 entry of this formula, charge and spin) is 0.976 eV.

Which formula does entry 4 have? C2H8N5

Look up the electronic energy of the sixth one. -5740.02229 eV